The following is a quantum chemistry calculation of the ion C8H13N2O with charge +1 in a non-equilibrium geometry, from OMol25.

CARTESIAN COORDINATES (ANGSTROEM)
1 C -2.87 -1.19 -0.70
2 C -1.00 0.49 -1.34
3 C -2.39 -1.63 0.52
4 C -0.16 0.20 -0.41
5 C 1.94 -0.79 0.17
6 C 0.89 1.10 1.63
7 C 1.79 1.49 -0.69
8 C 1.05 0.43 0.24
9 N -2.25 -0.33 -1.52
10 N -1.16 -1.26 0.89
11 O -0.52 -1.68 1.85
12 H -3.76 -1.64 -1.13
13 H -0.81 1.06 -2.33
14 H -2.84 -2.31 1.23
15 H 1.98 -1.22 -0.80
16 H 3.00 -0.46 0.52
17 H 1.43 -1.58 0.87
18 H 0.32 0.53 2.33
19 H 0.53 2.17 1.45
20 H 1.85 1.34 2.17
21 H 1.31 1.49 -1.72
22 H 2.84 1.29 -0.80
23 H 1.61 2.44 -0.22
24 H -2.79 0.07 -2.22

For the gap between HOMO and LUMO (spin up / spin down), the calculation gives 8.328 / 8.329 eV. The calculation puts the energy relative to the best compared isomer or geometry (same formula, charge and spin) at 568.6 kJ/mol. The net charge is +1. The LUMO energy (spin up / spin down) comes out at -5.245 / -5.245 eV. The calculation puts the total energy at -496.934313 hartree.

The following is a quantum chemistry calculation of a cluster of 2 separate species, C8H13N2O in total in a non-equilibrium geometry, from OMol25.

CARTESIAN COORDINATES (ANGSTROEM)
1 C -1.95 -0.65 2.26
2 C -3.04 0.90 1.20
3 C -1.03 0.26 1.76
4 C 1.49 -0.41 2.41
5 C 1.53 1.02 1.94
6 C 0.35 0.27 1.90
7 C -0.83 0.11 -2.43
8 C -0.27 -0.60 -1.23
9 N -1.80 1.22 1.17
10 N 0.68 0.30 -0.55
11 O -3.16 -0.30 1.84
12 H -1.82 -1.64 2.77
13 H -3.86 1.41 0.80
14 H 1.89 -1.20 1.69
15 H 1.57 -0.71 3.42
16 H 1.57 1.82 2.70
17 H 2.25 1.13 1.09
18 H -1.51 -0.66 -2.91
19 H -1.35 1.04 -2.30
20 H -0.09 0.17 -3.21
21 H 0.13 -1.61 -1.68
22 H -1.16 -0.79 -0.56
23 H 0.07 1.06 -0.13
24 H 1.38 0.64 -1.19

For the gap between HOMO and LUMO (spin up / spin down), the calculation gives 7.227 / 7.225 eV. The calculation puts the energy relative to the best compared isomer or geometry (same formula, charge and spin) at 440.0 kJ/mol. The net charge is +1. The LUMO energy (spin up / spin down) comes out at -5.902 / -5.903 eV. The calculation puts the total energy at -496.983300 hartree.

The following is a quantum chemistry calculation of the ion C8H13N2O5 with charge +1 in a non-equilibrium geometry, from OMol25.

CARTESIAN COORDINATES (ANGSTROEM)
1 C -2.62 0.30 -0.18
2 C 0.94 -1.11 0.47
3 C -0.47 -1.56 0.78
4 C 1.03 -0.04 -0.76
5 C 1.00 1.82 1.13
6 C -1.19 -0.56 1.58
7 C -2.51 1.51 -0.96
8 C 2.57 -0.01 -1.23
9 N 1.63 2.22 0.12
10 N -2.04 0.30 1.10
11 O -3.22 -0.64 -0.54
12 O 1.45 -0.57 1.66
13 O -1.04 -1.84 -0.46
14 O 3.34 -0.19 -0.15
15 O 0.57 1.22 -0.26
16 H 1.45 -1.95 0.04
17 H -0.38 -2.50 1.29
18 H 0.33 -0.49 -1.53
19 H -0.80 -0.48 2.54
20 H -1.69 2.13 -0.61
21 H -2.38 1.42 -2.01
22 H -3.48 1.95 -0.89
23 H 2.72 0.87 -1.68
24 H 2.63 -0.84 -2.05
25 H -2.25 1.05 1.76
26 H 2.35 -0.33 1.63
27 H -2.00 -2.10 -0.56
28 H 4.06 0.41 -0.24

For the gap between HOMO and LUMO (spin up / spin down), the calculation gives 6.181 / 4.605 eV. Its expectation value of S² is 2.0105. The calculation puts the energy relative to the best compared isomer or geometry (same formula, charge and spin) at 0.0 kJ/mol. The net charge is +1. Its spin multiplicity is 3. The LUMO energy (spin up / spin down) comes out at -3.543 / -8.924 eV. The calculation puts the total energy at -797.700716 hartree.

The following is a quantum chemistry calculation of an isolated molecule of C8H13N2P in a non-equilibrium geometry, from OMol25.

CARTESIAN COORDINATES (ANGSTROEM)
1 C -0.70 0.71 0.87
2 C 1.04 1.35 -0.55
3 C -1.97 0.85 1.33
4 C 0.78 -1.70 -0.69
5 C -0.22 -1.74 0.44
6 C 2.11 -1.15 -0.12
7 C 0.22 -0.45 1.20
8 C -0.86 2.79 -0.49
9 N -0.13 1.61 0.01
10 N 1.56 -0.16 0.79
11 P 2.02 1.86 -1.77
12 H -2.56 1.80 1.35
13 H -2.44 0.13 2.04
14 H 0.88 -2.71 -1.22
15 H 0.39 -0.95 -1.38
16 H -1.29 -1.73 0.06
17 H -0.17 -2.58 1.06
18 H 2.49 -2.05 0.57
19 H 2.92 -0.79 -0.94
20 H 0.36 -0.56 2.32
21 H -1.40 2.62 -1.37
22 H -1.61 2.96 0.38
23 H -0.21 3.56 -0.84
24 H 3.08 1.19 -1.33

For the gap between HOMO and LUMO, the calculation gives 8.450 eV. The calculation puts the energy relative to the best compared isomer or geometry (same formula, charge and spin) at 311.7 kJ/mol. The net charge is 0. The LUMO energy comes out at 0.612 eV. The calculation puts the total energy at -763.308477 hartree.

The following is a quantum chemistry calculation of the ion C8H13N4 with charge +1 in a non-equilibrium geometry, from OMol25.

CARTESIAN COORDINATES (ANGSTROEM)
1 C -0.88 1.90 1.58
2 C 0.22 0.96 1.30
3 C 1.46 1.07 0.61
4 N 1.79 1.64 -0.50
5 C 1.27 1.32 -1.65
6 N 0.37 0.34 -1.64
7 C -0.14 0.00 -3.01
8 C -0.49 0.13 -0.55
9 N -0.60 -1.14 0.01
10 C -0.27 -1.24 1.39
11 C -0.22 -2.56 1.99
12 N 0.17 -0.23 1.97
13 H -0.96 2.79 0.93
14 H -0.64 2.23 2.60
15 H -1.92 1.42 1.50
16 H 2.17 0.22 1.02
17 H 1.57 1.71 -2.60
18 H -0.90 0.78 -3.23
19 H -0.52 -1.09 -2.98
20 H 0.60 -0.10 -3.77
21 H -1.42 0.68 -0.63
22 H -0.19 -1.94 -0.60
23 H -0.66 -2.62 2.94
24 H 0.85 -2.91 1.95
25 H -0.67 -3.36 1.36

For the gap between HOMO and LUMO, the calculation gives 8.576 eV. The calculation puts the energy relative to the best compared isomer or geometry (same formula, charge and spin) at 385.4 kJ/mol. The net charge is +1. The LUMO energy comes out at -4.556 eV. The calculation puts the total energy at -531.298290 hartree. As for the SMILES: Cc1cnc[n+](C)c[nH]c(C)n1.

The following is a quantum chemistry calculation of a cluster of 2 separate species, C8H13N5 in total in a non-equilibrium geometry, from OMol25.

CARTESIAN COORDINATES (ANGSTROEM)
1 C -3.18 0.69 -0.38
2 C -2.37 -0.07 0.43
3 C -1.29 1.35 -1.74
4 C -2.69 1.34 -1.53
5 C -0.95 -0.16 0.25
6 C -0.46 0.63 -0.88
7 C 0.68 1.55 -2.52
8 C 2.03 0.34 -0.92
9 N -0.60 1.86 -2.76
10 N -3.36 2.00 -2.51
11 N -0.11 -0.82 0.96
12 N 0.79 0.90 -1.40
13 N 2.00 -2.16 3.90
14 H -4.21 0.75 -0.15
15 H -2.81 -0.63 1.31
16 H 1.46 1.77 -3.17
17 H 2.83 0.64 -1.57
18 H 2.14 0.65 0.10
19 H 1.94 -0.72 -0.79
20 H -4.28 2.23 -2.41
21 H -2.67 2.38 -3.20
22 H -0.46 -1.39 1.72
23 H 1.16 -1.70 3.55
24 H 2.83 -2.15 3.27
25 H 1.74 -3.11 4.07
26 H 2.12 -1.86 4.95

For the gap between HOMO and LUMO, the calculation gives 7.130 eV. The calculation puts the energy relative to the best compared isomer or geometry (same formula, charge and spin) at 0.0 kJ/mol. The net charge is +2. The LUMO energy comes out at -8.406 eV. The calculation puts the total energy at -585.811701 hartree.

The following is a quantum chemistry calculation of an isolated molecule of C8H13N5O in a non-equilibrium geometry, from OMol25.

CARTESIAN COORDINATES (ANGSTROEM)
1 C 0.02 0.75 0.77
2 C -0.96 0.38 -0.09
3 C 1.55 -0.83 0.75
4 C -0.21 -1.90 -0.63
5 C -1.17 2.63 0.30
6 C 1.23 2.88 0.85
7 C -2.47 -1.13 -1.29
8 C 1.81 -3.01 -0.43
9 N 2.47 -0.45 1.44
10 N -1.96 1.47 -0.21
11 N 0.00 2.12 1.06
12 N -1.18 -0.91 -0.60
13 N 1.06 -1.78 -0.13
14 O -0.48 -2.98 -1.09
15 H -0.80 3.10 -0.64
16 H -1.69 3.28 1.03
17 H 1.35 3.86 1.47
18 H 2.00 2.17 1.09
19 H 1.37 3.36 -0.18
20 H -2.87 -2.11 -0.94
21 H -3.10 -0.27 -0.95
22 H -2.38 -1.07 -2.38
23 H 1.37 -3.89 0.16
24 H 1.71 -3.16 -1.57
25 H 2.83 -2.76 -0.17
26 H 3.14 -1.00 1.93
27 H -2.67 1.27 0.45

For the gap between HOMO and LUMO, the calculation gives 7.625 eV. The calculation puts the energy relative to the best compared isomer or geometry (same formula, charge and spin) at 492.5 kJ/mol. The net charge is 0. The LUMO energy comes out at 0.773 eV. The calculation puts the total energy at -661.486337 hartree.

The following is a quantum chemistry calculation of a structure of composition C8H13N6 in a non-equilibrium geometry, from OMol25.

CARTESIAN COORDINATES (ANGSTROEM)
1 C -3.06 1.33 -0.21
2 C -2.23 1.47 0.85
3 C -1.37 0.14 -0.69
4 C 2.07 1.02 -0.19
5 C 1.08 -0.97 0.59
6 C 0.18 -1.68 -0.39
7 C 0.14 0.70 1.16
8 C -0.84 -2.57 0.34
9 N -2.52 0.50 -1.15
10 N -1.11 0.70 0.55
11 N -0.43 -0.69 -1.28
12 N 2.18 -0.29 -0.03
13 N 1.10 1.58 0.54
14 N 2.88 1.73 -0.95
15 H -4.02 1.77 -0.38
16 H -2.31 2.02 1.77
17 H 1.34 -1.53 1.48
18 H 0.81 -2.31 -1.04
19 H 0.11 0.78 2.25
20 H -0.35 -3.44 0.75
21 H -1.61 -2.90 -0.36
22 H -1.34 -2.03 1.14
23 H -0.82 -1.09 -2.12
24 H 2.87 -0.83 -0.53
25 H 0.85 2.56 0.44
26 H 3.61 1.29 -1.50
27 H 2.78 2.73 -1.03

For the gap between HOMO and LUMO, the calculation gives 8.415 eV. The calculation puts the energy relative to the best compared isomer or geometry (same formula, charge and spin) at 0.0 kJ/mol. The net charge is +1. The LUMO energy comes out at -2.904 eV. The calculation puts the total energy at -640.962205 hartree.

The following is a quantum chemistry calculation of an isolated molecule of C8H13NO in a non-equilibrium geometry, from OMol25.

CARTESIAN COORDINATES (ANGSTROEM)
1 C 1.93 1.51 -1.19
2 C 1.02 0.31 -1.04
3 C 1.34 -0.77 0.03
4 C -0.05 -0.60 0.62
5 C -0.95 -1.72 0.99
6 N -1.32 -1.87 2.28
7 O -1.14 -2.69 0.24
8 C -0.24 0.83 1.05
9 C -0.36 0.51 -0.40
10 C -1.62 0.73 -1.19
11 H 2.14 1.98 -0.22
12 H 2.89 1.22 -1.64
13 H 1.47 2.27 -1.85
14 H 0.89 -0.18 -2.02
15 H 1.52 -1.77 -0.40
16 H 2.17 -0.53 0.72
17 H -1.87 -1.14 2.70
18 H -1.41 -2.90 2.52
19 H -1.17 1.09 1.55
20 H 0.63 1.37 1.44
21 H -1.61 1.72 -1.66
22 H -1.72 -0.03 -1.98
23 H -2.52 0.67 -0.55

For the gap between HOMO and LUMO, the calculation gives 10.039 eV. The calculation puts the energy relative to the best compared isomer or geometry (same formula, charge and spin) at 127.2 kJ/mol. The net charge is 0. The LUMO energy comes out at 0.812 eV. The calculation puts the total energy at -442.580803 hartree. As for the SMILES: C[C@H]1C[C@@]2(C(N)=O)C[C@@]12C.

The following is a quantum chemistry calculation of a cluster of 2 separate species, C8H13NO in total in a non-equilibrium geometry, from OMol25.

CARTESIAN COORDINATES (ANGSTROEM)
1 N 2.08 -1.27 0.48
2 C 2.35 -0.34 -0.64
3 C 1.17 -0.59 -1.71
4 C -0.16 -0.65 -0.85
5 C -1.05 -1.80 -1.03
6 C -2.26 -1.82 -0.18
7 C -2.54 -0.76 0.78
8 C -1.64 0.39 0.94
9 C -0.45 0.43 0.11
10 H 2.15 -2.23 0.12
11 H 3.37 -0.52 -1.10
12 H 2.26 0.70 -0.21
13 H 1.34 -1.57 -2.23
14 H 1.12 0.21 -2.49
15 H -0.86 -2.63 -1.75
16 H -2.97 -2.67 -0.31
17 H -3.44 -0.79 1.44
18 H -1.80 1.22 1.67
19 H 0.27 1.28 0.20
20 O 0.34 3.20 1.55
21 H 0.26 2.75 2.43
22 H 1.00 3.94 1.58
23 H -0.55 3.52 1.22

For the gap between HOMO and LUMO, the calculation gives 2.584 eV. The calculation puts the energy relative to the best compared isomer or geometry (same formula, charge and spin) at 830.5 kJ/mol. The net charge is 0. The LUMO energy comes out at -2.045 eV. The calculation puts the total energy at -442.312922 hartree.